No. 1
6 unconnected molecules or ions with the total composition C36H90N6 in a non-equilibrium geometry, computed with ωB97M-V/def2-TZVPD.

Net charge: 0
E in Ha: -1754.04482
Orbital gap in hartree: 0.320
SMILES: CCN(CC)CC.CCN(CC)CC.CCN(CC)CC.CCN(CC)CC.CCN(CC)CC.CCN(CC)CC
Strongest force on any atom in eV Å⁻¹: 1.71
LUMO level in eV: 0.70

The geometry in XYZ format:
```
132
Properties=species:S:1:pos:R:3:forces:R:3
H 5.4026 0.0309 6.4983 -0.18 -0.11 0.18
N -7.4494 -2.0392 -0.1177 -0.10 -0.04 0.12
H 2.5424 2.2834 -1.7672 -0.20 0.03 -0.07
H -0.3048 -0.1997 -2.1019 -0.44 -0.46 0.18
C 2.7986 2.0626 -2.8056 0.44 -0.07 0.21
H 5.5134 1.0158 4.3311 -0.16 0.26 -0.14
H 4.5177 2.7922 -4.9990 -0.06 -0.08 0.30
C 2.6488 2.1824 -6.0101 0.47 0.55 -0.07
C -7.4553 -4.5125 0.1139 -0.46 -0.23 -0.37
H 0.3203 -1.9202 -1.9657 -0.52 0.01 0.40
H 1.7875 -2.9808 6.8067 -0.33 -0.02 0.14
H 4.6943 2.2213 -6.6248 -0.02 -0.07 0.04
H 4.5014 -0.3846 4.2169 -0.19 0.05 -0.04
H 3.2300 1.6967 7.9629 0.11 -0.11 0.03
H 1.7633 0.8643 7.9565 -0.07 -0.58 0.20
H -0.3409 4.1275 2.0234 -0.42 0.32 -0.03
H 1.3154 -1.4246 7.6450 0.02 -0.55 0.28
N -1.7108 3.7193 3.5637 -0.20 0.31 -0.47
H -0.3603 2.5369 2.5322 -0.34 -0.21 0.03
C -1.9215 2.9283 1.1174 0.64 0.35 -0.35
H -3.9764 3.8197 5.4264 0.32 0.17 0.02
H -1.9063 -1.6225 2.5427 -0.06 0.67 0.02
H -2.6346 5.3009 4.5263 0.25 -0.03 0.05
C 1.6388 2.3129 -3.7533 -0.08 0.41 -0.14
C 5.3397 -3.2854 -5.7945 0.70 0.13 0.19
H 6.3153 -1.3948 -5.2963 -0.07 0.01 0.02
H 3.7495 -1.2300 -4.1797 -0.08 -0.05 0.05
H -8.5215 -4.3434 0.2900 0.11 0.13 0.22
H 4.3935 0.0874 9.3876 0.08 -0.28 -0.04
H -3.0389 5.2225 2.8647 0.31 0.19 -0.28
H -1.2732 2.8776 0.2363 0.04 -0.16 0.09
H 3.7156 1.2083 4.2268 0.04 0.12 -0.03
C -8.9141 -0.9693 -1.8049 -0.18 0.47 0.58
C 0.4237 1.3775 -5.6122 0.01 0.11 -0.30
C 1.2080 -1.1052 2.7126 -0.37 0.31 -0.75
H -0.2059 -2.5464 1.0495 -0.01 0.15 0.21
H -0.1609 2.9943 -6.9677 0.41 0.45 0.28
H 2.4221 -1.7690 -5.8230 0.03 -0.08 0.09
H 1.9324 -1.5551 2.0323 0.38 -0.09 0.44
H 2.9605 -1.0236 9.3545 0.31 -0.12 -0.09
H -7.1042 -2.0671 -2.2112 -0.07 -0.20 -0.05
H 1.0757 0.8179 1.7523 0.07 -0.07 -0.13
H 3.5833 -1.9678 -7.1023 0.07 0.01 0.06
H -9.7036 -1.2801 -2.4858 0.17 0.03 -0.23
H -7.3482 0.0399 -0.1248 -0.11 -0.10 -0.01
H 1.5158 3.4011 -3.9122 0.04 -0.05 0.17
C 1.7856 -1.8947 6.7783 0.14 0.85 -0.22
H 2.4347 3.2491 -6.2171 -0.04 -0.08 -0.03
H 5.8768 -3.8379 -5.0163 -0.07 -0.11 -0.07
H -3.6635 2.9814 3.1524 0.06 0.11 0.05
C -3.3479 2.9393 5.2748 -0.69 -0.18 -0.02
H -2.5612 2.8997 6.0253 0.10 0.09 -0.05
H -5.7855 -3.2852 -0.4473 0.19 -0.06 0.26
C -2.8198 2.8256 3.8504 -0.32 -0.26 0.24
H -5.0020 0.3557 0.0307 0.15 0.01 -0.25
H 0.7127 1.9723 -3.2833 0.04 -0.05 0.00
C 3.2150 -1.3806 6.6591 -0.47 0.41 0.39
H 3.3213 -3.8851 -2.7287 -0.08 0.01 0.14
C 2.8417 0.6725 7.9734 0.21 0.64 -0.36
H 3.6640 2.6793 -3.0313 0.05 0.08 -0.10
H -7.4030 -4.9630 -0.8807 0.15 0.03 0.05
C -0.4177 2.6182 -5.9774 -0.68 -0.95 -0.32
H 2.8400 0.5288 10.0955 0.18 0.06 0.00
H -0.1284 0.7092 -4.9466 0.00 0.19 0.17
H 1.8215 -1.0779 -0.0736 0.05 -0.05 -0.31
H -1.4543 2.2868 -6.1248 0.06 0.03 0.23
H -4.6221 -1.3466 0.0469 -0.04 -0.14 -0.15
C 3.0806 -2.5096 -6.2894 -0.51 0.08 0.00
H -7.1222 -5.2636 0.8287 0.14 0.05 0.01
H -8.4589 -3.0424 -1.5962 0.08 -0.08 -0.13
H 3.8070 -1.7752 7.4987 0.19 -0.29 -0.30
H 5.6982 -1.4859 -6.9522 0.08 0.09 0.02
H 2.8166 -4.1367 -7.6751 0.03 -0.25 0.28
H -4.0414 2.1122 5.4625 0.20 -0.09 -0.01
H -2.6823 3.6592 0.8390 -0.27 -0.16 0.30
H -6.3342 -3.1230 1.2575 0.22 0.26 -0.08
H -5.3290 -0.6095 -1.4288 0.13 -0.04 -0.02
H 1.6635 -0.5725 3.5440 0.28 -0.33 0.12
H 4.3557 1.0347 -5.3626 0.13 0.06 0.18
H 2.0088 -3.0192 -3.5344 -0.09 0.07 0.15
H -0.4353 3.3723 -5.1960 0.17 0.20 -0.13
H 7.1770 -2.3327 -6.5032 -0.05 -0.09 -0.02
N 3.2567 0.0761 6.6992 -0.03 -0.02 -0.04
H -1.0883 -2.0615 -0.3290 0.00 0.45 -0.11
H 1.1910 -1.5035 5.9486 0.10 -0.35 -0.21
C 4.5386 0.6261 4.6329 0.34 -0.63 0.41
H -9.4092 -0.6460 -0.8833 -0.07 -0.23 -0.01
C -6.7524 -0.8076 0.2193 0.09 0.19 -0.05
C -5.3323 -0.6194 -0.3395 -0.33 0.33 0.48
C 4.1425 2.0507 -5.6951 -0.18 -0.04 -0.48
H 1.3847 -3.2156 -7.4604 -0.12 0.04 0.27
C 3.3167 0.0020 9.2624 -0.79 0.39 0.15
H -2.3106 1.9244 1.2692 -0.37 0.10 -0.07
H 0.5798 0.8042 -6.5306 0.00 -0.05 0.05
C -7.9391 -2.0937 -1.4886 0.11 0.19 0.01
H 5.2891 -3.9465 -6.6626 -0.19 -0.03 0.01
C -2.1192 -1.5591 1.4710 1.36 -1.01 0.21
H 2.8906 -2.2181 -2.1937 -0.18 -0.24 0.21
C 4.5029 0.5821 6.1689 0.40 0.52 -0.56
H -8.4213 -0.0672 -2.1706 0.00 -0.13 -0.30
H 3.1412 1.0264 -2.8468 -0.17 -0.05 -0.05
H -1.0052 6.3634 2.2448 0.39 -0.02 0.00
N 1.7374 1.6350 -5.0341 -0.16 -0.74 0.10
C -6.6590 -3.2142 0.2196 -0.32 -0.26 -0.10
C 0.9774 -0.4606 -0.4257 -0.04 0.00 0.96
H -2.5291 1.7835 3.6844 0.37 0.12 0.00
N 4.0154 -3.0016 -5.2963 -0.07 -0.08 0.21
C -0.8173 -1.7076 0.6673 -0.30 -0.58 -0.05
H 4.6462 1.6120 6.5061 -0.09 -0.07 0.13
H 3.6404 -1.6898 5.7076 0.15 -0.19 0.06
C 2.2331 -3.6226 -6.9030 0.35 0.15 -0.77
H 4.9712 -2.3024 -3.5639 -0.01 -0.15 -0.06
C -1.0574 3.3527 2.3058 0.91 -0.41 0.17
H -1.2925 7.0525 3.8296 0.00 0.02 -0.05
H 1.9091 -4.3414 -6.1563 -0.10 0.02 0.05
C 0.5046 -0.8633 -1.7869 0.52 0.47 -1.44
H -2.6924 -2.4760 1.3175 -0.53 0.41 -0.40
H 1.3326 0.5722 -0.4684 0.13 -0.05 -0.05
H 1.2651 -0.6598 -2.5544 0.22 0.17 0.37
H -6.7374 -0.7106 1.3094 0.14 -0.15 0.00
C 6.1804 -2.0547 -6.1548 -0.08 0.08 -0.14
C -2.1781 5.1103 3.5510 -0.29 -0.26 0.56
C 0.4436 -0.0614 1.9009 -0.81 0.51 0.01
N -0.0878 -0.4582 0.5932 0.45 -0.20 -0.36
H -2.5527 -0.6188 1.1500 -0.61 -0.12 0.25
C 3.9763 -2.2968 -4.0194 0.10 0.22 -0.14
C -1.0591 6.1242 3.3058 -0.77 0.13 -0.05
H 2.4933 1.6418 -6.9451 -0.19 0.00 0.01
H -0.1117 5.7613 3.6951 0.08 -0.09 -0.12
H 0.5487 -1.8952 3.0657 0.03 -0.01 0.21
H -0.4196 0.3178 2.4593 0.14 -0.14 0.26
C 2.9728 -2.9002 -3.0383 0.43 0.17 -0.54
```
Positions in Å, forces in eV/Å.

No. 2
A molecular structure, C36H90N6O16SSn2 in a non-equilibrium geometry, computed with ωB97M-V/def2-TZVPD.

Net charge: +2
E in Ha: -3784.07374
Orbital gap in hartree: 0.222
Strongest force on any atom in eV Å⁻¹: 2.94
LUMO level in eV: -6.28

The geometry in XYZ format:
```
151
Properties=species:S:1:pos:R:3:forces:R:3
H -37.5429 15.3956 -32.4333 0.07 0.42 0.65
N -34.7022 10.6109 -28.7509 0.74 0.95 -0.02
H -40.3612 10.1685 -28.6175 0.03 0.18 -0.01
C -27.4079 8.0523 -31.5142 0.89 -0.18 0.26
H -30.3535 19.9475 -33.6597 0.58 -0.52 0.10
H -27.9811 7.1321 -31.4224 -0.16 0.30 0.19
C -30.1354 17.8313 -35.1301 0.33 -0.24 0.16
H -35.3729 15.7651 -28.5832 0.00 -0.01 0.11
N -32.1895 9.8701 -33.6393 0.04 -0.06 1.38
H -29.0409 10.3435 -27.3700 0.45 -0.19 -0.23
H -34.7823 11.0961 -26.7273 -0.15 0.08 -0.03
C -33.9579 17.8263 -29.5198 0.33 0.27 -0.66
O -34.8922 20.0945 -32.9153 -0.67 -0.14 -0.12
C -36.5221 15.6617 -32.7186 1.06 -1.58 -1.28
N -28.1636 10.9253 -29.8607 0.74 0.16 -0.13
Sn -31.1311 8.8748 -31.0435 -0.10 2.41 -1.68
N -29.8400 15.9583 -31.2487 -0.41 -0.63 0.14
H -32.1884 10.8713 -33.4116 -0.16 -0.17 0.12
C -35.5721 14.0289 -31.2985 0.08 -0.79 0.89
H -37.2826 17.1038 -33.9576 0.28 0.18 -0.29
H -26.5912 10.1218 -32.7445 -0.16 -0.06 -0.19
H -29.2041 18.4021 -35.0842 -0.09 0.21 -0.16
C -28.8094 14.6147 -33.0767 -0.53 -1.35 1.07
H -33.0463 19.6822 -29.7930 0.22 0.03 -0.11
H -26.9642 12.0987 -31.1433 0.41 -0.03 -0.01
H -27.7207 12.7323 -28.7496 0.38 -0.07 -0.31
H -27.7789 15.7691 -31.6781 -0.18 -0.01 0.13
O -32.1292 12.4910 -32.5649 -0.56 0.63 -0.24
H -30.6025 18.7593 -31.3798 0.00 -0.25 -0.22
H -34.8347 21.2018 -31.3001 -0.39 0.17 0.25
H -35.4507 13.2576 -32.0742 -0.18 0.35 -0.30
H -36.4805 13.8114 -30.7268 -0.17 0.13 -0.28
O -30.4573 7.6647 -33.3325 0.19 0.05 0.66
H -28.9566 12.3145 -24.4054 0.06 0.49 -0.46
H -32.2190 10.9340 -28.2011 -0.05 0.17 -0.10
C -31.1241 9.6044 -34.5759 0.98 -0.40 0.53
O -29.9966 14.6741 -33.8382 -0.76 0.11 -0.34
O -32.7949 11.0264 -30.7014 0.13 -0.63 -0.63
O -30.5802 11.7620 -30.8840 -0.16 -0.34 -0.17
S -31.9868 12.2066 -31.1132 0.91 -0.43 -0.41
C -34.2828 15.6585 -28.5716 -0.42 0.16 0.46
H -29.2927 13.5260 -35.4104 -0.04 0.15 0.05
H -36.3076 14.9293 -33.5239 -0.27 0.20 -0.23
H -36.9248 9.1122 -28.7312 0.14 0.09 0.05
C -27.1248 11.0460 -30.8743 -0.23 -0.83 -0.50
O -32.3374 13.4250 -30.3749 -0.18 0.28 -0.15
H -36.8752 11.0185 -32.5266 0.01 -0.07 0.03
H -30.5003 5.6228 -33.5564 0.31 -0.24 -0.12
H -34.5273 10.8426 -32.7166 0.36 0.12 -0.23
H -28.1507 11.0082 -32.7300 -0.18 -0.45 -0.27
H -33.5250 8.4164 -34.4014 -0.11 -0.17 0.56
C -29.6422 14.9162 -30.1936 0.19 1.08 -0.56
H -32.2840 11.4157 -24.6603 0.60 -0.31 -0.07
H -30.2235 10.0849 -34.1731 -0.09 0.21 -0.15
H -34.8744 16.4892 -34.5218 -0.24 0.16 -0.28
H -34.8290 18.0546 -30.1471 -0.43 0.01 0.54
H -31.0480 13.6134 -35.2681 -0.06 0.23 0.16
H -34.0195 10.8085 -29.4976 -0.96 -0.26 0.46
O -35.8583 9.7514 -33.8049 -0.03 -0.58 -0.15
H -37.8196 10.0167 -33.6319 -0.16 -0.13 0.22
C -36.0387 10.9998 -29.1800 0.35 -0.37 -0.95
H -30.0512 13.9997 -30.5751 -0.06 -0.45 0.29
H -28.8580 13.7029 -32.4523 -0.13 0.08 0.02
C -31.0911 19.1709 -33.4292 -1.37 0.56 -0.58
H -26.9328 8.2795 -30.5553 -0.20 0.00 0.05
H -39.3340 8.7301 -28.6109 0.03 0.02 0.10
Sn -32.5679 15.4369 -32.5328 1.06 0.62 1.56
C -32.8068 10.5305 -25.0409 -1.14 0.28 -0.17
H -34.0468 18.7006 -35.0532 0.03 -0.09 0.20
H -31.6303 7.5775 -35.0520 0.10 -0.25 0.23
C -28.7352 11.3830 -27.5357 -0.54 0.62 -0.12
H -26.7537 11.2749 -28.3502 0.04 0.10 -0.06
H -30.1194 12.6077 -34.1534 -0.07 0.19 0.24
H -39.3660 9.8045 -27.1772 -0.20 -0.14 -0.03
O -28.2218 9.1149 -31.9634 -0.89 -0.47 -0.27
C -27.7367 11.6366 -28.6542 -0.66 -0.63 0.62
O -32.5160 10.2018 -26.3795 0.39 0.11 -0.02
H -31.3253 20.2654 -31.6677 -0.59 0.01 0.05
H -26.1964 10.5904 -30.5265 0.05 0.34 0.34
H -34.4761 12.4945 -27.6986 -0.03 0.05 -0.47
C -39.4122 9.7715 -28.2720 0.45 -0.32 0.33
H -36.5204 20.7956 -31.7463 0.01 -0.27 -0.15
C -30.3875 17.0890 -27.3209 1.09 0.13 -0.18
H -31.3371 16.6258 -27.0626 -0.31 0.21 -0.23
H -28.9913 11.3632 -30.2456 -0.05 0.06 0.30
H -35.6328 18.4222 -35.6931 -0.14 -0.09 0.17
H -32.3538 12.1928 -26.9705 0.08 -0.10 0.15
C -28.7510 15.8254 -32.1962 1.60 0.62 -1.01
H -31.9602 19.5033 -34.0221 -0.16 0.14 0.27
H -30.0778 11.4306 -25.5014 -0.04 0.30 -0.08
C -34.2531 11.4195 -27.6291 0.06 -0.45 1.10
H -34.0457 18.1322 -28.4756 -0.44 0.09 -0.02
H -34.0391 14.6079 -28.7095 0.20 0.07 -0.33
H -37.1111 9.3074 -32.1384 0.22 -0.22 -0.18
H -28.5592 14.7947 -30.0466 -0.13 -0.04 0.14
H -29.7204 16.8495 -30.7673 -0.27 -0.02 -0.17
C -34.6375 9.8421 -33.1562 0.46 -0.40 1.39
C -36.9638 10.0121 -32.9614 -0.17 0.69 -0.35
O -29.8687 16.6490 -28.5708 -0.21 -0.24 -0.40
C -32.8231 18.6520 -30.1122 -0.13 -0.01 0.42
C -30.7843 8.1282 -34.6233 -0.63 0.54 -1.15
H -33.8620 10.8245 -24.9330 -0.02 -0.30 0.02
C -33.5160 9.4611 -34.0891 -0.26 0.83 -1.75
H -31.2748 9.9725 -35.5997 -0.31 -0.03 0.13
H -34.7524 13.8684 -30.5956 0.06 0.20 -0.12
C -29.0338 11.6160 -25.2374 0.36 -1.18 0.55
C -30.1235 13.5608 -34.6934 0.32 -0.62 -0.60
H -30.4022 18.1696 -27.4337 -0.48 0.09 0.44
H -34.5559 9.1617 -32.2856 -0.41 0.00 0.05
H -32.6566 9.6183 -24.4766 0.27 0.17 0.33
H -29.8569 16.7919 -35.2908 -0.15 -0.04 -0.14
H -29.6538 11.9220 -27.8327 -0.16 -0.18 0.10
C -30.2900 15.3452 -28.9114 0.29 -0.49 0.43
O -38.3691 10.5531 -28.8019 -0.11 0.91 -0.56
H -36.0473 10.7747 -30.2523 -0.45 0.01 0.00
N -32.6675 18.5653 -31.5620 0.31 -0.47 -0.42
C -27.5106 10.3106 -32.1814 0.13 1.17 0.71
C -35.6258 19.7834 -34.0887 0.78 -0.96 0.15
H -31.8730 18.3632 -29.6558 -0.02 -0.05 0.06
C -37.0700 10.1700 -28.4568 -0.09 -0.88 0.26
H -31.3761 15.3191 -28.9851 -0.18 -0.13 0.04
H -33.8955 15.9397 -27.5855 -0.11 0.15 0.00
H -29.2549 6.2684 -32.4070 -0.61 -0.18 0.16
C -36.3943 17.0382 -33.3046 -1.09 0.00 0.71
C -29.7691 6.4031 -33.3560 0.30 0.37 0.12
H -36.2426 12.0773 -29.0951 -0.02 -0.02 0.29
H -29.6756 16.8391 -26.5288 -0.05 -0.03 0.06
C -32.7718 11.2335 -27.3079 -0.01 0.00 -0.20
H -26.5989 7.8273 -32.2212 -0.12 0.21 -0.12
H -29.9658 8.0433 -35.3450 0.26 -0.34 0.36
C -35.5386 21.0837 -32.1278 0.99 0.29 0.75
O -28.2368 11.9582 -26.3561 -0.14 0.41 0.28
O -30.7869 17.8750 -33.8762 0.24 -0.63 0.47
H -35.4517 20.6019 -34.7883 -0.67 0.02 -0.21
H -33.4091 19.0770 -32.0424 -0.32 -0.36 0.10
N -35.1261 17.2879 -33.9495 0.32 0.00 0.42
H -35.6176 22.0716 -32.5912 -0.01 -0.22 -0.43
C -31.4191 19.2056 -31.9583 1.02 0.25 0.29
H -27.9234 14.4222 -33.6881 0.01 0.71 -0.27
H -33.7354 9.9823 -35.0410 0.12 0.03 0.11
H -36.6697 19.5701 -33.8475 -0.18 0.67 -0.06
H -36.5898 17.7663 -32.5116 0.33 0.11 -0.02
O -35.5202 15.3605 -31.7493 0.16 0.57 0.03
H -36.8744 10.2261 -27.3736 -0.26 0.11 -0.02
O -33.7039 16.4476 -29.5830 1.08 -0.76 -0.82
H -28.6265 16.6810 -32.8656 -0.57 0.24 0.25
H -28.9357 6.4509 -34.0624 -0.39 -0.17 -0.35
H -30.7766 18.1849 -35.9400 0.02 0.10 -0.03
H -29.9280 14.6270 -28.1615 -0.38 0.01 0.18
C -35.0813 18.5179 -34.7435 0.46 0.26 -0.72
H -28.6498 10.6718 -24.8143 -0.18 0.02 -0.16
```
Positions in Å, forces in eV/Å.